# 1
Formula: C5H8O
Source: the OMol25 dataset
Level of theory: ωB97M-V/def2-TZVPD

```
14
Properties=species:S:1:pos:R:3:forces:R:3:mulliken_charge:R:1
C 2.1860 0.6186 0.4545 0.151 0.188 -0.006 -1.120
C 1.0952 -0.0732 -0.2732 0.128 -0.159 0.276 0.134
C 0.1232 0.3071 -1.1104 0.218 -0.627 0.444 -0.678
C -0.7234 -0.7406 -1.2228 -0.452 -0.130 -0.261 0.173
O -1.7419 -0.9631 -0.4106 -0.155 0.118 -0.511 -0.315
C -2.1172 0.1264 0.4451 -0.181 0.175 0.172 -0.649
H 1.9106 0.5822 1.5182 0.240 0.180 -0.112 0.252
H 3.1004 0.0257 0.3433 0.057 0.276 0.068 0.307
H 2.3495 1.6514 0.1506 0.022 -0.014 -0.007 0.323
H 1.0423 -1.1207 0.0504 0.362 0.030 0.252 0.245
H -0.5508 -1.5886 -1.8846 -0.383 0.148 -0.239 0.434
H -2.2984 1.0038 -0.1842 -0.020 -0.072 0.182 0.368
H -3.0258 -0.2097 0.9428 0.078 0.107 -0.055 0.248
H -1.3496 0.3807 1.1808 -0.066 -0.220 -0.203 0.279
```
Forces are in eV/Å.

Results
HOMO-LUMO gap (spin up / spin down) = 9.40 / 9.40 eV
F_max = 0.8 eV Å⁻¹
relative energy (zero: lowest compared OMol25 entry of this formula, charge and spin) = 93.2 kcal/mol
lowest unoccupied orbital energy (spin up / spin down) = 0.033 / 0.033 hartree

# 2
Formula: C5H8O
Source: the OMol25 dataset
Level of theory: ωB97M-V/def2-TZVPD

```
14
Properties=species:S:1:pos:R:3:forces:R:3:mulliken_charge:R:1
C 1.8302 0.2078 0.6499 -0.103 -0.657 0.048 -0.315
O 1.6766 1.4810 0.4236 0.040 0.253 0.024 -0.709
C 0.3993 -0.2915 0.1564 -0.007 0.392 0.065 0.628
C -0.8621 -0.3434 0.7975 0.048 0.090 0.066 -0.678
C -1.6342 0.1425 -0.3934 -0.077 -0.124 -0.030 -0.408
C -0.2737 0.1279 -1.1529 0.111 0.098 -0.224 -0.695
H 1.9193 -0.1436 1.7075 -0.017 0.118 -0.117 0.227
H 2.5938 -0.3518 0.0600 -0.063 0.156 0.065 0.234
H -1.1447 -0.6254 1.8127 0.149 0.037 -0.188 0.426
H 0.0698 -1.4213 0.3519 -0.240 -0.261 0.059 0.161
H -2.0110 1.1631 -0.2276 0.120 -0.189 0.068 0.260
H -2.4559 -0.4781 -0.7612 0.129 0.074 0.066 0.291
H 0.0987 1.1085 -1.4376 -0.121 -0.055 -0.074 0.310
H -0.2060 -0.5757 -1.9868 0.030 0.069 0.174 0.268
```
Forces are in eV/Å.

Results
HOMO-LUMO gap (spin up / spin down) = 7.32 / 7.32 eV
F_max = 0.7 eV Å⁻¹
relative energy (zero: lowest compared OMol25 entry of this formula, charge and spin) = 130.5 kcal/mol
lowest unoccupied orbital energy (spin up / spin down) = -0.017 / -0.017 hartree

# 3
Formula: C5H8O
Source: the OMol25 dataset
Level of theory: ωB97M-V/def2-TZVPD

```
14
Properties=species:S:1:pos:R:3:forces:R:3:mulliken_charge:R:1
C -0.6325 -1.1366 1.5436 -0.016 0.112 -0.037 -0.628
C -0.0094 -0.1508 0.9503 0.544 -0.618 -0.557 0.164
C -0.2454 -0.6665 -1.9522 0.035 0.023 -0.433 0.305
C 1.1494 0.6523 1.3222 1.719 -1.277 1.864 -0.842
C 1.1630 -0.6719 -2.4842 0.822 1.063 -0.535 -0.688
O -1.1890 -0.8466 -2.6331 -0.220 0.074 0.550 -0.371
H -0.4734 -1.5716 2.5392 0.336 0.520 -0.158 0.259
H -1.4139 -1.5927 0.9980 -0.903 -0.601 -0.437 0.283
H 0.9824 1.6912 1.3318 -0.457 1.362 -0.014 0.272
H 2.1615 0.5239 0.8290 -1.406 -0.372 0.114 0.230
H 1.2997 0.3205 2.4188 0.166 0.712 -1.260 0.269
H 1.8184 0.0186 -1.8788 -0.832 -0.202 -1.077 0.211
H 1.1434 -0.5278 -3.6406 0.272 -0.067 2.139 0.287
H 1.6060 -1.6179 -2.2205 -0.059 -0.729 -0.159 0.248
```
Forces are in eV/Å.

Results
HOMO-LUMO gap (spin up / spin down) = 8.49 / 8.25 eV
F_max = 2.8 eV Å⁻¹
relative energy (zero: lowest compared OMol25 entry of this formula, charge and spin) = 117.7 kcal/mol
lowest unoccupied orbital energy (spin up / spin down) = 0.007 / 0.011 hartree